--- w ---
DFT (ωB97M-V/def2-TZVPD) results for a cluster of 2 separate species, C3H12N2S in total.

Structure (XYZ):
```
18
Properties=species:S:1:pos:R:3:mulliken_charge:R:1
H -2.325 -0.725 1.101 0.2225
C 1.633 0.342 0.780 0.1954
H 0.587 0.235 0.458 -0.4406
H 2.708 -1.177 0.038 0.2650
H -0.805 -1.959 -0.356 0.3049
N 2.133 1.323 -0.239 -0.5542
H -1.234 0.571 1.667 0.2404
H -2.921 0.934 1.106 0.3302
H 2.119 0.896 -1.156 0.2208
C -1.472 -1.458 -1.070 -0.8696
H -2.471 -1.880 -0.920 0.3222
H -1.054 -1.673 -2.053 0.3191
N 2.294 -0.929 0.935 -0.6312
H 3.049 1.603 0.086 0.2183
H 3.158 -0.894 1.472 0.2299
H 1.524 1.005 1.622 0.4253
C -2.041 0.319 0.980 -0.6915
S -1.413 0.304 -0.758 -0.1069
```

orbital gap = 9.27 eV
net charge = 0
SMILES string = CSC.NCN
multiplicity = 1
LUMO = 0.949 eV
HOMO energy = -8.32 eV


--- x ---
DFT (ωB97M-V/def2-TZVPD) results for a cluster of 2 separate species, C3H12N2S in total.

Structure (XYZ):
```
18
Properties=species:S:1:pos:R:3:mulliken_charge:R:1
H -0.278 -0.504 2.139 0.2700
N 0.036 -0.693 -4.457 -0.6458
H 1.264 -0.053 -2.948 0.1865
H -0.017 1.233 5.722 0.3254
N -0.393 -1.100 -2.084 -0.5764
S 1.373 0.296 3.793 -0.0764
H -0.265 -2.013 -2.450 0.2595
H -0.922 0.256 4.435 0.2176
C 0.136 -0.108 -3.180 -0.2612
H -1.399 -0.890 -2.103 0.2296
H -0.345 0.812 -3.230 0.3735
H 0.190 1.026 1.886 0.3332
H -0.097 -0.033 -5.266 0.2227
C 0.666 0.121 2.027 -0.8328
H 1.480 -0.342 1.495 0.2937
H -0.431 2.019 4.208 0.2271
H -0.877 -1.020 -4.681 0.2201
C -0.122 0.994 4.692 -0.7664
```

orbital gap = 9.23 eV
net charge = 0
SMILES string = CSC.NCN
multiplicity = 1
LUMO = 0.942 eV
HOMO energy = -8.29 eV


Relative energies, hartree: w 0.0000; x 0.0468.


--- w ---
DFT (ωB97M-V/def2-TZVPD) results for an isolated molecule of BrH2NO.

Structure (XYZ):
```
5
Properties=species:S:1:pos:R:3:mulliken_charge:R:1
O -0.653 0.420 0.287 -0.2594
N -0.301 -0.362 -0.725 -0.2663
H 0.507 0.178 -1.238 0.2769
H 0.081 -1.222 -0.266 0.2699
Br 0.366 0.986 1.943 -0.0211
```

orbital gap = 8.64 eV
net charge = 0
SMILES string = NOBr
multiplicity = 1
LUMO = -1.444 eV
HOMO energy = -10.08 eV


--- x ---
DFT (ωB97M-V/def2-TZVPD) results for a cluster of 2 separate species, BrH2NO in total.

Structure (XYZ):
```
5
Properties=species:S:1:pos:R:3:mulliken_charge:R:1
Br -2.308 0.218 -0.083 0.2375
O -1.019 -0.612 0.491 -0.3981
H 0.996 -0.228 -0.894 0.2843
N 1.116 0.530 -0.209 -0.4046
H 1.215 0.093 0.695 0.2810
```

orbital gap (spin up / spin down) = 5.81 / 5.79 eV
net charge = 0
multiplicity = 1
LUMO (spin up / spin down) = -3.394 / -3.395 eV
HOMO energy (spin up / spin down) = -9.21 / -9.19 eV


Relative energies, hartree: w 0.0000; x 0.1165.